C18H72O18 | wB97M-V/def2-TZVPD

Last column: Löwdin charge in e.
Element x y z (Å)
C 2.55 0.74 2.22  -0.099
O 1.28 1.21 2.66  -0.134
H 3.04 0.19 2.97  0.075
H 3.16 1.56 1.91  0.081
H 2.41 0.10 1.37  0.062
H 1.06 1.97 2.10  0.058
C -1.46 1.20 4.15  -0.203
O -1.40 2.56 3.93  -0.081
H -2.35 0.79 4.62  0.079
H -0.69 0.83 4.78  0.066
H -1.35 0.62 3.22  0.061
H -1.36 2.97 4.80  0.096
C 1.02 -1.50 4.38  -0.123
O 0.62 -1.25 3.05  -0.137
H 0.30 -1.13 5.09  0.062
H 1.97 -1.07 4.57  0.076
H 1.02 -2.59 4.51  0.085
H 0.89 -0.39 2.78  -0.020
C 3.35 1.99 -0.71  -0.179
O 3.49 3.17 -0.03  -0.102
H 4.15 1.32 -0.43  0.078
H 3.37 2.16 -1.79  0.094
H 2.39 1.59 -0.37  0.051
H 2.80 3.76 -0.31  0.050
C -2.49 -2.09 3.68  -0.095
O -2.16 -1.39 2.46  -0.175
H -3.07 -1.51 4.37  0.076
H -1.63 -2.47 4.25  0.090
H -3.12 -2.87 3.42  0.057
H -1.27 -1.66 2.22  0.042
C -3.89 1.02 1.66  -0.109
O -3.14 0.36 0.67  -0.147
H -3.87 0.50 2.62  0.078
H -4.93 1.14 1.39  0.084
H -3.49 2.00 1.86  0.072
H -2.66 -0.33 1.20  0.055
C 2.88 -2.60 -2.70  -0.222
O 2.63 -3.79 -2.12  -0.092
H 2.41 -2.50 -3.67  0.086
H 3.91 -2.34 -2.69  0.072
H 2.41 -1.85 -2.08  0.067
H 3.00 -3.66 -1.24  0.038
C -2.86 0.27 -2.45  -0.122
O -2.33 1.27 -1.62  -0.131
H -2.86 0.62 -3.46  0.078
H -3.87 -0.05 -2.24  0.084
H -2.22 -0.62 -2.46  0.060
H -2.51 0.91 -0.74  0.023
C 0.04 -0.30 -0.35  -0.123
O 0.43 0.67 -1.29  -0.117
H 0.86 -1.00 -0.31  0.076
H -0.91 -0.79 -0.60  0.072
H -0.07 0.14 0.70  0.108
H 0.33 1.51 -0.84  0.033
C -1.51 4.45 -1.97  -0.109
O -0.62 3.35 -1.97  -0.173
H -0.96 5.27 -2.45  0.073
H -1.79 4.85 -1.03  0.068
H -2.35 4.16 -2.61  0.091
H -1.14 2.54 -1.86  0.035
C 4.98 -2.28 -0.18  -0.137
O 3.85 -1.41 -0.02  -0.139
H 5.87 -1.78 -0.52  0.083
H 4.75 -2.94 -0.99  0.043
H 5.25 -2.97 0.63  0.087
H 3.08 -1.94 0.26  0.009
C -1.40 2.70 -5.00  -0.170
O -0.67 1.64 -4.54  -0.065
H -2.12 2.98 -4.31  0.035
H -2.01 2.37 -5.83  0.086
H -0.79 3.56 -5.29  0.081
H -0.41 1.89 -3.69  0.016
C -0.93 2.86 1.09  -0.123
O 0.40 2.78 0.67  -0.131
H -1.11 1.98 1.62  0.039
H -1.63 3.07 0.27  0.078
H -1.01 3.76 1.69  0.104
H 0.71 3.63 0.33  0.114
C 1.40 5.04 -3.62  -0.148
O 1.72 3.78 -3.05  -0.112
H 0.67 4.83 -4.41  0.068
H 2.27 5.44 -4.10  0.072
H 1.10 5.77 -2.91  0.065
H 1.08 3.61 -2.37  0.007
C -0.16 -2.30 -2.81  -0.168
O 0.15 -1.03 -3.35  -0.094
H -1.21 -2.38 -2.81  0.041
H 0.17 -2.53 -1.85  0.044
H 0.30 -3.08 -3.44  0.098
H -0.13 -0.39 -2.69  0.016
C -3.53 -2.73 -0.40  -0.131
O -2.63 -3.57 -1.01  -0.111
H -4.50 -3.23 -0.43  0.100
H -3.53 -1.77 -0.83  0.047
H -3.26 -2.61 0.64  0.068
H -2.72 -3.61 -1.97  0.110
C -0.81 -3.96 1.63  -0.165
O -0.65 -3.01 0.68  -0.142
H -0.29 -4.90 1.39  0.114
H -1.92 -4.14 1.74  0.111
H -0.46 -3.60 2.57  0.059
H -1.31 -3.13 -0.01  0.041
C 2.61 -3.49 1.90  -0.107
O 2.01 -3.25 0.64  -0.148
H 3.16 -4.42 2.01  0.095
H 1.84 -3.40 2.59  0.034
H 3.32 -2.73 2.04  0.063
H 1.02 -3.16 0.80  0.063

Computed properties:
- Kohn-Sham gap (Eh) = 0.3383
- HOMO energy (hartree) = -0.3272
- E (hartree) = -2082.94590
- M (g mol⁻¹) = 576.8


C18H8NO10RuTe | wB97M-V/def2-TZVPD

Last column: Mulliken spin population.
Element x y z (Å)
Ru -0.24 0.77 0.04  0.891
O 5.61 2.32 0.05  0.000
C 4.28 1.99 0.02  -0.004
C 3.61 1.82 -1.19  0.002
C 2.28 1.46 -1.14  0.001
N 1.69 1.27 0.03  0.014
C 2.29 1.47 1.20  0.000
C 3.62 1.84 1.23  0.002
C 1.35 1.28 2.39  -0.019
O 1.79 1.45 3.52  -0.003
O 0.16 0.97 2.05  0.053
C 1.34 1.26 -2.33  -0.021
O 1.78 1.42 -3.46  -0.003
O 0.14 0.95 -1.99  0.054
H 5.93 2.37 -0.85  0.000
H 4.08 1.97 -2.15  0.000
H 4.11 2.00 2.18  0.000
O -5.20 4.36 0.03  0.016
C -4.21 3.65 0.03  0.006
C -2.77 4.13 0.02  -0.008
O -2.40 5.29 0.02  0.032
C -1.97 2.91 0.03  0.040
C -2.79 1.77 0.03  -0.040
O -2.27 0.58 0.03  0.020
C -4.20 2.13 0.03  -0.004
O -5.19 1.42 0.04  -0.012
O -0.69 2.81 0.03  0.012
Te 0.80 -1.72 0.05  -0.026
C -0.40 -3.46 0.01  0.000
C -1.05 -3.93 1.15  -0.001
C -1.71 -5.16 1.15  0.001
C -1.72 -5.94 0.00  -0.002
C -1.09 -5.48 -1.14  0.001
C -0.44 -4.25 -1.14  -0.001
H -1.04 -3.33 2.05  0.000
H -2.19 -5.51 2.05  0.000
H -2.23 -6.90 0.00  0.000
H -1.10 -6.08 -2.05  0.000
H 0.05 -3.90 -2.04  0.000

Computed properties:
- spin multiplicity = 2
- Kohn-Sham gap (spin up / spin down) (Eh) = 0.2103 / 0.2086
- HOMO energy (spin up / spin down) (hartree) = -0.0652 / -0.0635
- E (hartree) = -1860.97091
- M (g mol⁻¹) = 626.9
- charge = -2


C18H94BrNO32 | wB97M-V/def2-TZVPD

Last column: Löwdin charge in e.
Element x y z (Å)
C 3.56 0.26 2.64  -0.127
C 4.02 -1.28 2.66  -0.233
C 4.15 -1.95 1.21  -0.211
C 4.94 -1.07 0.14  -0.183
C 4.06 -0.72 -1.16  -0.210
C 2.84 0.23 -0.77  -0.185
C 1.77 0.46 -1.92  -0.147
C 0.36 -0.23 -1.66  -0.142
C -0.22 -0.05 -0.20  -0.133
C -0.85 -1.32 0.55  -0.218
C -0.46 -2.78 0.06  -0.191
C -0.31 -3.84 1.24  -0.658
C 0.91 -3.44 2.17  -0.153
Br 0.14 -5.60 0.38  0.612
O -2.32 -1.38 0.54  0.018
C -2.76 -0.06 0.39  -0.317
O -3.94 0.25 0.63  0.050
C -1.53 0.90 -0.05  -0.151
N -1.28 1.64 1.24  -0.040
C -0.71 3.01 1.01  -0.192
C 0.65 3.12 1.87  -0.202
C 1.92 3.25 0.89  -0.112
H 4.33 0.93 2.12  0.055
H 3.55 0.62 3.73  0.076
H 2.51 0.41 2.25  0.048
H 3.20 -1.88 3.22  0.071
H 5.02 -1.33 3.19  0.110
H 4.54 -3.02 1.31  0.106
H 3.08 -2.05 0.82  0.081
H 5.36 -0.10 0.55  0.086
H 5.82 -1.71 -0.21  0.094
H 4.76 -0.09 -1.82  0.088
H 3.78 -1.63 -1.76  0.081
H 2.42 -0.14 0.21  0.070
H 3.30 1.25 -0.55  0.108
H 1.66 1.56 -2.20  0.117
H 2.20 -0.03 -2.86  0.086
H 0.43 -1.29 -2.02  0.082
H -0.38 0.28 -2.37  0.099
H 0.44 0.39 0.61  0.129
H -0.55 -1.22 1.64  0.153
H -1.31 -3.16 -0.61  0.121
H 0.49 -2.84 -0.55  0.109
H -1.29 -3.97 1.80  0.092
H 1.81 -4.07 1.86  0.059
H 1.22 -2.36 2.03  0.058
H 0.66 -3.59 3.27  0.078
H -1.83 1.51 -0.95  0.149
H -2.19 1.79 1.72  0.109
H -1.41 3.78 1.48  0.100
H -0.57 3.27 -0.08  0.117
H 0.77 2.23 2.54  0.092
H 0.65 4.04 2.53  0.096
H 1.58 3.19 -0.18  0.048
H 2.48 4.22 1.07  0.078
H 2.64 2.43 1.17  0.034
O -4.51 -1.21 3.35  -0.044
H -4.34 -0.53 2.69  0.019
H -4.40 -2.03 2.87  0.026
O -3.84 -4.04 3.98  -0.044
H -3.24 -3.28 4.04  0.037
H -4.71 -3.65 4.14  0.022
O -7.02 -4.28 4.50  -0.074
H -6.98 -4.95 3.80  -0.006
H -7.91 -4.39 4.87  0.011
O -6.50 2.32 0.33  -0.047
H -5.88 1.58 0.24  0.000
H -7.34 1.96 0.04  0.039
O -6.48 5.39 -1.22  -0.079
H -7.42 5.29 -1.02  0.028
H -6.07 4.62 -0.80  -0.018
O 1.58 5.07 -1.94  -0.063
H 0.91 5.31 -2.59  0.005
H 1.64 5.85 -1.37  0.033
O 1.91 -1.32 4.83  -0.076
H 2.43 -1.62 5.60  0.018
H 1.06 -1.07 5.21  0.042
O -0.75 -1.70 -3.74  -0.065
H -0.70 -2.36 -4.45  0.027
H -1.64 -1.82 -3.38  0.054
O -0.46 5.12 -4.54  -0.052
H -0.29 5.79 -5.23  0.033
H -0.35 4.28 -5.00  0.055
O -2.59 5.57 0.32  -0.064
H -3.26 5.82 -0.33  0.037
H -2.52 6.34 0.89  0.048
O 5.34 -3.23 -2.02  -0.066
H 4.85 -3.69 -1.33  0.051
H 5.31 -3.83 -2.78  0.009
O -2.73 6.03 -6.04  -0.074
H -3.22 6.75 -5.63  0.035
H -2.38 5.53 -5.29  0.007
O -1.95 -3.32 -5.90  -0.048
H -1.90 -3.98 -6.60  0.050
H -2.84 -3.44 -5.53  0.050
O 3.78 -1.22 -4.69  -0.052
H 4.29 -1.52 -3.93  -0.008
H 2.93 -0.97 -4.32  0.012
O 6.57 1.61 1.92  -0.058
H 7.27 1.78 1.28  0.043
H 6.94 1.91 2.75  0.041
O 6.29 1.61 -1.87  -0.044
H 5.94 2.36 -2.36  0.054
H 6.86 1.16 -2.50  0.002
O -5.41 -1.03 6.40  -0.055
H -5.24 -0.35 5.74  0.027
H -5.30 -1.85 5.92  0.019
O -0.80 8.10 -5.87  -0.057
H -1.47 8.33 -6.52  0.037
H -0.74 8.88 -5.31  0.012
O -9.15 -6.23 5.19  -0.047
H -10.08 -6.30 5.40  0.045
H -8.75 -7.00 5.61  0.049
O -2.48 -6.64 3.22  -0.068
H -2.95 -5.91 3.64  -0.012
H -2.13 -7.15 3.96  0.041
O -2.12 -0.17 6.25  -0.061
H -2.06 -0.82 5.54  0.016
H -3.01 -0.31 6.61  0.014
O -0.19 10.10 -3.32  -0.047
H -0.68 10.82 -2.91  0.042
H 0.15 9.60 -2.58  0.042
O -6.05 -6.43 2.91  -0.043
H -5.09 -6.45 2.97  0.028
H -6.26 -7.08 2.23  0.055
O -0.33 1.00 -5.41  -0.062
H -0.81 0.54 -4.71  0.001
H -0.37 0.40 -6.16  0.034
O 6.78 -0.49 -4.03  -0.041
H 6.29 -0.95 -3.33  0.034
H 6.75 -1.09 -4.78  0.065
O -4.23 3.91 -1.23  -0.053
H -3.83 3.17 -1.69  0.050
H -3.90 3.83 -0.32  0.034
O 6.07 -4.85 -4.39  -0.046
H 5.86 -5.29 -5.22  0.052
H 7.03 -4.97 -4.30  0.053
O 3.11 -3.31 6.41  -0.049
H 2.62 -3.77 7.10  0.053
H 3.07 -3.91 5.65  0.052
O -5.86 0.38 -2.22  -0.049
H -5.34 0.11 -1.46  0.005
H -6.72 0.61 -1.85  0.026
O 9.39 0.41 -2.97  -0.067
H 9.98 -0.34 -3.07  0.031
H 8.53 0.08 -3.28  -0.021

Computed properties:
- Kohn-Sham gap (Eh) = 0.3365
- HOMO energy (hartree) = -0.3387
- E (hartree) = -5778.54700
- M (g mol⁻¹) = 916.8


C19H10BCo2F3O7 | wB97M-V/def2-TZVPD

Last column: Löwdin charge in e.
Element x y z (Å)
C -2.02 0.22 2.42  -0.166
C -1.77 -0.12 3.74  -0.104
C -2.64 0.69 4.53  -0.053
C -3.35 1.49 3.65  -0.108
B -4.47 2.61 3.89  -1.089
F -4.14 3.01 5.18  0.089
F -4.36 3.61 2.92  0.107
F -5.65 1.86 3.83  0.095
O -2.97 1.20 2.37  0.015
H -1.60 -0.22 1.54  0.044
H -1.06 -0.85 4.10  0.080
H -2.72 0.66 5.61  0.105
O -3.39 -0.71 -3.48  0.194
C -2.28 -0.57 -3.20  -0.090
Co -0.65 0.00 -2.65  0.126
C -1.14 1.70 -2.52  -0.057
O -1.42 2.82 -2.42  0.201
C -0.60 -0.61 -1.04  -0.117
O -0.48 -0.96 0.06  0.147
C 0.89 -0.58 -3.44  -0.172
C 1.13 0.34 -2.45  -0.199
C 1.98 1.18 -1.79  0.127
C 2.73 0.81 -0.62  -0.178
C 3.53 1.76 0.08  0.018
C 4.17 1.40 1.26  -0.035
C 4.02 0.11 1.77  -0.003
C 3.28 -0.85 1.08  -0.016
C 2.65 -0.51 -0.12  0.023
Co 0.15 -2.43 -3.24  0.111
C -1.29 -3.05 -4.03  -0.144
O -2.21 -3.48 -4.58  0.152
C 0.17 -3.13 -1.64  -0.166
O 0.24 -3.63 -0.60  0.147
C 1.42 -3.30 -4.03  -0.134
O 2.32 -3.84 -4.53  0.156
H 1.36 -0.49 -4.45  0.103
H 2.15 2.18 -2.20  0.165
H 3.62 2.77 -0.33  0.132
H 4.78 2.14 1.79  0.127
H 4.44 -0.14 2.76  0.132
H 3.13 -1.85 1.48  0.126
H 2.05 -1.24 -0.67  0.108

Computed properties:
- Kohn-Sham gap (Eh) = 0.0534
- HOMO energy (hartree) = -0.2272
- E (hartree) = -4346.55262
- M (g mol⁻¹) = 536.0


C19H10BaF5N3O2Se | wB97M-V/def2-TZVPD

Last column: Löwdin charge in e.
Element x y z (Å)
Ba 0.04 0.45 0.17  1.827
O -0.11 -5.09 -1.46  0.055
C 0.54 -4.50 -2.48  -0.258
C 0.98 -5.26 -3.56  -0.027
C 1.66 -4.69 -4.61  -0.080
C 1.92 -3.33 -4.61  -0.087
C 1.48 -2.56 -3.55  -0.019
C 0.79 -3.11 -2.47  -0.076
C 0.37 -2.22 -1.38  -0.474
O 0.70 -1.00 -1.39  -0.434
N -0.35 -2.78 -0.41  0.043
N -0.73 -1.93 0.52  -0.213
C -1.41 -2.34 1.53  -0.090
C -1.83 -1.43 2.55  -0.284
C -2.47 -1.90 3.71  -0.015
C -2.83 -1.01 4.70  -0.052
C -2.57 0.34 4.50  -0.040
C -1.95 0.73 3.33  -0.162
N -1.58 -0.12 2.38  -0.028
H -0.17 -6.05 -1.63  0.114
H 0.77 -6.32 -3.56  0.112
H 2.00 -5.31 -5.42  0.105
H 2.46 -2.87 -5.43  0.101
H 1.66 -1.49 -3.53  0.114
H -1.67 -3.40 1.64  0.129
H -2.65 -2.96 3.82  0.112
H -3.30 -1.35 5.61  0.111
H -2.83 1.08 5.25  0.108
H -1.74 1.78 3.14  0.027
F 1.77 8.09 -1.04  0.115
C 1.44 6.95 -0.44  -0.138
C 0.97 6.96 0.88  -0.142
F 0.87 8.12 1.54  0.115
C 0.62 5.77 1.49  -0.271
F 0.15 5.78 2.74  0.056
C 0.72 4.54 0.83  -0.581
Se 0.17 3.01 1.75  0.493
C 1.20 4.56 -0.47  -0.248
F 1.31 3.39 -1.15  0.021
C 1.56 5.74 -1.11  -0.148
F 2.02 5.71 -2.36  0.111

Computed properties:
- Kohn-Sham gap (Eh) = 0.2389
- HOMO energy (hartree) = -0.2697
- E (hartree) = -3971.05339
- M (g mol⁻¹) = 623.6


C19H11CsF16N4O4S2 | wB97M-V/def2-TZVPD

Last column: Löwdin charge in e.
Element x y z (Å)
Cs 0.78 -0.12 -0.82  1.470
C 1.45 0.65 4.22  -0.132
N 0.36 0.36 3.31  -0.204
C 0.56 -0.94 2.65  -0.219
C -0.68 -1.82 2.44  -0.245
N -0.50 -2.52 1.18  -0.010
C -1.18 -3.63 0.95  -0.236
C -0.98 -4.28 -0.31  -0.165
F -0.15 -3.69 -1.21  0.050
C -1.57 -5.46 -0.69  -0.174
F -1.29 -6.00 -1.90  0.075
C -2.46 -6.12 0.15  -0.184
F -3.01 -7.31 -0.21  0.049
C -2.73 -5.52 1.36  -0.180
F -3.60 -6.12 2.20  0.071
C -2.13 -4.34 1.75  -0.142
F -2.55 -3.85 2.95  0.035
C 0.20 1.45 2.34  -0.216
C -1.22 1.67 1.79  -0.250
N -1.12 2.06 0.40  -0.052
C -2.18 2.56 -0.21  -0.240
C -2.04 2.94 -1.59  -0.163
F -0.85 2.74 -2.19  0.051
C -3.04 3.50 -2.35  -0.172
F -2.80 3.84 -3.63  0.078
C -4.30 3.73 -1.82  -0.182
F -5.29 4.29 -2.56  0.050
C -4.51 3.36 -0.50  -0.178
F -5.73 3.55 0.05  0.073
C -3.51 2.80 0.26  -0.142
F -3.86 2.45 1.53  0.040
H 1.26 1.59 4.75  0.073
H 2.43 0.74 3.72  0.088
H 1.53 -0.14 4.97  0.074
H 1.31 -1.50 3.21  0.110
H 0.99 -0.81 1.66  -0.002
H -1.57 -1.18 2.44  0.097
H -0.78 -2.47 3.32  0.101
H 0.86 1.29 1.47  0.034
H 0.56 2.37 2.80  0.109
H -1.70 2.42 2.43  0.105
H -1.80 0.75 1.95  0.096
F 3.68 2.26 -5.44  0.131
C 2.54 1.73 -4.99  -0.682
F 1.69 2.71 -4.72  0.153
F 2.03 0.96 -5.97  0.127
S 2.84 0.65 -3.54  0.580
O 1.54 0.12 -3.18  -0.605
O 3.84 -0.29 -3.95  -0.271
N 3.35 1.77 -2.53  -0.291
S 3.93 1.35 -1.12  0.563
O 3.24 0.18 -0.61  -0.606
O 4.08 2.50 -0.29  -0.266
C 5.69 0.79 -1.43  -0.662
F 5.75 -0.52 -1.62  0.135
F 6.45 1.10 -0.37  0.121
F 6.20 1.41 -2.50  0.128

Computed properties:
- Kohn-Sham gap (Eh) = 0.2040
- HOMO energy (hartree) = -0.0593
- E (hartree) = -3664.95265
- M (g mol⁻¹) = 860.3
- charge = -2


C19H12BrCl3F9O3Tc | wB97M-V/def2-TZVPD

Last column: Mulliken spin population.
Element x y z (Å)
Tc -0.09 -0.46 0.88  2.977
Cl -0.98 -1.91 4.85  0.004
C 0.36 -2.18 3.76  0.003
Cl -0.20 -2.51 2.08  0.023
H 0.91 -3.06 4.07  -0.001
H 0.99 -1.30 3.72  0.000
Cl -3.81 -1.94 1.73  -0.001
C -3.80 -0.54 0.73  -0.041
C -4.77 -0.41 -0.25  0.020
C -4.73 0.68 -1.11  -0.035
C -3.74 1.65 -0.98  0.015
C -2.81 1.54 0.03  -0.046
C -2.82 0.45 0.91  0.042
C -1.80 0.37 1.96  -0.187
H -5.54 -1.16 -0.34  0.000
H -5.47 0.77 -1.89  -0.001
H -3.71 2.49 -1.67  0.000
H -2.06 2.31 0.17  0.002
H -2.08 -0.24 2.82  0.030
H -1.46 1.36 2.28  -0.007
Br 4.44 5.30 -0.75  0.000
C 4.31 3.55 -0.05  -0.003
C 5.46 2.79 0.10  0.006
C 5.38 1.51 0.63  -0.002
C 4.15 0.99 1.01  0.003
C 3.00 1.76 0.83  -0.001
C 3.07 3.04 0.29  0.006
C 1.70 1.16 1.08  0.020
O 0.67 1.44 0.37  0.009
O 1.52 0.21 1.94  0.004
H 6.42 3.19 -0.19  0.000
H 6.28 0.92 0.74  0.000
H 4.08 0.00 1.43  0.000
H 2.17 3.62 0.15  0.001
F 1.67 -1.44 -1.01  0.007
C 0.82 -2.38 -1.55  -0.006
F 0.65 -3.29 -0.59  0.000
F 1.42 -2.94 -2.57  0.002
C -0.53 -1.67 -1.87  0.016
O -1.09 -1.22 -0.69  0.126
C -0.29 -0.49 -2.87  0.000
F 0.28 0.54 -2.23  0.002
F -1.45 -0.06 -3.37  0.000
F 0.51 -0.84 -3.88  0.001
C -1.52 -2.68 -2.53  0.010
F -1.45 -3.87 -1.93  0.000
F -1.26 -2.84 -3.82  0.000
F -2.77 -2.22 -2.39  0.002

Computed properties:
- spin multiplicity = 4
- Kohn-Sham gap (spin up / spin down) (Eh) = 0.2721 / 0.2511
- HOMO energy (spin up / spin down) (hartree) = -0.4433 / -0.4383
- E (hartree) = -5890.92336
- M (g mol⁻¹) = 743.5
- charge = +1